Record 1
Computed, not measured: one molecule with the formula C24H28N6O3, with ωB97M-V with the def2-TZVPD basis set.

Computed properties:
SMILES string: CC(C)OCCCn1c(=O)c2ccccc2n2c(CCC(=O)NCc3ccccn3)nnc12
HOMO level in hartree: -0.31336
Charge: 0
LUMO in Ha: 0.013

Each line ends with the Löwdin charge.
Geometry (Å):
C (1.459, 2.084, 3.963)  -0.036
C (0.303, 1.086, 4.052)  -0.436
C (-0.992, 1.702, 3.529)  -0.032
O (0.524, -0.088, 3.288)  -0.149
C (1.630, -0.869, 3.690)  -0.212
C (1.520, -2.257, 3.062)  -0.119
C (1.770, -2.239, 1.553)  -0.124
N (0.806, -1.381, 0.889)  0.055
C (-0.466, -1.843, 0.666)  -0.386
O (-0.754, -3.012, 0.843)  0.080
C (-1.432, -0.828, 0.214)  -0.058
C (-2.751, -1.233, 0.015)  -0.005
C (-3.720, -0.323, -0.344)  -0.062
C (-3.379, 1.016, -0.482)  -0.049
C (-2.078, 1.438, -0.288)  -0.009
C (-1.084, 0.520, 0.039)  -0.125
N (0.254, 0.850, 0.208)  0.154
C (1.041, 1.984, 0.065)  -0.303
C (0.670, 3.344, -0.407)  -0.105
C (0.750, 3.471, -1.941)  -0.081
C (-0.270, 2.570, -2.618)  -0.523
O (-1.402, 2.930, -2.878)  0.051
N (0.181, 1.330, -2.879)  0.077
C (-0.671, 0.273, -3.364)  -0.106
C (-0.210, -1.054, -2.824)  -0.266
C (-1.035, -2.174, -2.835)  -0.022
C (-0.531, -3.372, -2.363)  -0.054
C (0.776, -3.416, -1.901)  -0.063
C (1.513, -2.245, -1.919)  -0.138
N (1.034, -1.095, -2.365)  0.114
N (2.268, 1.700, 0.382)  0.081
N (2.358, 0.407, 0.741)  0.099
C (1.160, -0.095, 0.641)  -0.319
H (1.736, 2.247, 2.923)  0.066
H (2.333, 1.722, 4.498)  0.075
H (1.156, 3.031, 4.400)  0.081
H (0.165, 0.793, 5.109)  0.142
H (-1.323, 2.498, 4.190)  0.081
H (-1.766, 0.941, 3.469)  0.084
H (-0.833, 2.113, 2.535)  0.064
H (1.633, -0.962, 4.787)  0.128
H (2.569, -0.395, 3.373)  0.120
H (2.251, -2.917, 3.529)  0.119
H (0.520, -2.652, 3.248)  0.120
H (2.762, -1.846, 1.327)  0.120
H (1.649, -3.246, 1.148)  0.122
H (-2.977, -2.279, 0.157)  0.123
H (-4.738, -0.644, -0.506)  0.106
H (-4.129, 1.744, -0.750)  0.115
H (-1.854, 2.481, -0.415)  0.095
H (1.405, 4.025, 0.027)  0.123
H (-0.318, 3.640, -0.056)  0.107
H (0.529, 4.503, -2.214)  0.122
H (1.759, 3.219, -2.267)  0.121
H (1.108, 1.023, -2.613)  0.122
H (-0.642, 0.235, -4.463)  0.138
H (-1.703, 0.489, -3.069)  0.123
H (-2.047, -2.096, -3.203)  0.118
H (-1.147, -4.259, -2.349)  0.113
H (1.204, -4.332, -1.528)  0.108
H (2.535, -2.209, -1.562)  0.114

Cartesian forces, eV/Å:
C -0.18 -0.40 0.04
C -0.14 0.41 0.13
C 0.32 -0.33 0.19
O -0.15 -0.06 0.00
C 0.16 -0.20 0.16
C -0.03 0.43 -0.15
C 0.13 -0.39 0.31
N -0.23 -0.28 -0.08
C 0.17 -0.11 -0.04
O -0.08 -0.03 0.14
C -0.32 0.33 -0.04
C 0.15 0.04 0.05
C -0.03 -0.05 0.00
C 0.10 -0.02 0.02
C 0.10 0.08 0.04
C -0.75 -0.33 -0.04
N 0.94 -0.41 0.44
C 0.09 0.22 0.17
C -0.09 0.06 -0.26
C -0.28 0.10 0.09
C 0.58 0.15 -0.14
O -0.45 0.24 -0.01
N 0.10 -0.37 -0.10
C -0.25 0.21 -0.18
C -0.01 -0.12 0.00
C 0.16 -0.07 -0.03
C 0.02 0.14 -0.10
C 0.05 0.09 -0.08
C 0.11 -0.45 0.04
N -0.03 0.38 -0.19
N -0.11 0.99 -0.26
N -0.02 -1.21 0.27
C 0.07 0.86 -0.37
H 0.02 0.03 -0.13
H 0.13 0.03 0.04
H 0.00 0.11 0.09
H 0.01 0.01 -0.16
H -0.05 0.11 0.05
H -0.12 -0.04 0.00
H 0.02 0.09 -0.16
H 0.03 0.03 -0.09
H -0.05 -0.01 0.10
H 0.01 -0.05 0.03
H 0.03 -0.08 0.08
H -0.06 -0.11 -0.03
H 0.09 0.14 -0.03
H -0.01 -0.08 0.02
H -0.09 -0.03 0.00
H -0.05 0.08 -0.04
H 0.04 0.06 -0.05
H -0.11 -0.09 0.04
H 0.06 0.08 0.02
H 0.01 -0.09 -0.09
H 0.03 0.02 0.02
H -0.01 0.16 0.07
H -0.11 -0.01 0.13
H 0.11 -0.06 -0.06
H -0.13 0.01 -0.02
H -0.06 -0.07 0.02
H 0.05 -0.07 0.07
H 0.09 -0.11 0.08

Record 2
Computed, not measured: C24H28N6O4PtS as an isolated structure, with ωB97M-V with the def2-TZVPD basis set.

Computed properties:
HOMO level in hartree: -0.27952
Charge: 0
LUMO in Ha: -0.009

Each line ends with the Löwdin charge.
Geometry (Å):
Pt (-0.398, 0.503, 0.054)  1.200
O (1.778, 2.819, 1.034)  -0.298
S (1.313, 2.236, 2.261)  0.608
O (0.937, 3.116, 3.335)  -0.297
N (0.087, 1.232, 1.904)  -0.268
C (-0.816, 0.844, 2.888)  -0.251
C (-0.687, 0.938, 4.260)  -0.007
C (-1.729, 0.524, 5.111)  -0.061
C (-2.903, 0.013, 4.633)  -0.048
C (-3.066, -0.128, 3.239)  -0.154
C (-4.225, -0.670, 2.640)  0.000
C (-4.289, -0.807, 1.284)  -0.037
C (-3.191, -0.415, 0.503)  -0.100
N (-2.106, 0.108, 1.028)  -0.070
C (-2.018, 0.271, 2.387)  -0.145
C (2.607, 1.192, 2.880)  -0.269
C (3.200, 1.509, 4.093)  -0.061
C (4.234, 0.714, 4.568)  -0.077
C (4.663, -0.380, 3.832)  -0.084
C (4.064, -0.683, 2.615)  -0.070
C (3.032, 0.104, 2.130)  -0.047
H (0.206, 1.356, 4.694)  0.098
H (-1.583, 0.624, 6.179)  0.109
H (-3.699, -0.294, 5.297)  0.110
H (-5.049, -0.978, 3.272)  0.121
H (-5.159, -1.225, 0.797)  0.108
H (-3.186, -0.551, -0.569)  0.085
H (2.845, 2.364, 4.652)  0.111
H (4.704, 0.952, 5.514)  0.103
H (5.469, -0.998, 4.205)  0.102
H (4.408, -1.531, 2.038)  0.105
H (2.578, -0.100, 1.169)  0.091
N (0.212, 2.965, -1.530)  -0.005
C (1.245, 2.395, -2.374)  -0.196
C (1.801, 1.051, -1.911)  -0.625
O (2.593, 0.476, -2.644)  0.034
O (1.465, 0.580, -0.747)  -0.263
H (-0.173, 3.797, -1.957)  0.073
H (0.591, 3.214, -0.622)  0.030
H (2.135, 3.026, -2.495)  0.122
H (0.850, 2.235, -3.381)  0.111
C (1.447, -2.514, -3.969)  -0.154
C (1.446, -2.824, -2.487)  -0.161
N (0.518, -1.942, -1.784)  0.093
C (-0.443, -1.224, -2.408)  -0.351
N (-1.033, -0.236, -1.756)  -0.111
C (-1.994, 0.578, -2.491)  -0.232
C (-2.851, -0.294, -3.390)  -0.158
C (-1.938, -1.009, -4.362)  -0.153
N (-0.786, -1.573, -3.673)  -0.028
C (0.014, -2.512, -4.452)  -0.147
H (2.024, -3.260, -4.515)  0.120
H (1.900, -1.534, -4.126)  0.112
H (2.435, -2.656, -2.063)  0.126
H (1.169, -3.868, -2.313)  0.116
H (0.924, -1.422, -1.016)  0.090
H (-1.475, 1.338, -3.084)  0.110
H (-2.599, 1.123, -1.767)  0.098
H (-3.580, 0.304, -3.938)  0.120
H (-3.399, -1.024, -2.787)  0.112
H (-1.591, -0.316, -5.137)  0.130
H (-2.463, -1.824, -4.866)  0.126
H (-0.044, -2.195, -5.495)  0.124
H (-0.420, -3.517, -4.389)  0.129

Cartesian forces, eV/Å:
Pt 0.03 -0.09 0.03
O -0.04 -0.04 -0.03
S 0.02 0.07 0.01
O 0.00 -0.01 0.01
N -0.02 0.02 0.01
C 0.02 0.02 -0.03
C 0.00 0.01 -0.02
C 0.01 0.00 0.00
C 0.00 0.00 0.00
C 0.00 0.00 0.00
C 0.00 0.00 0.00
C 0.00 0.01 0.00
C -0.01 -0.01 -0.01
N 0.04 -0.08 -0.01
C -0.01 -0.01 0.00
C 0.03 0.07 0.07
C -0.06 -0.05 0.02
C 0.02 -0.03 0.00
C 0.00 0.02 0.02
C -0.03 0.01 -0.02
C 0.03 0.01 -0.05
H 0.01 0.01 0.00
H 0.00 0.00 0.00
H 0.00 0.00 0.00
H 0.00 0.00 0.00
H 0.00 0.00 0.00
H -0.01 -0.02 0.06
H 0.01 0.01 -0.01
H 0.00 0.00 0.00
H 0.00 0.00 0.00
H 0.00 0.00 0.00
H -0.02 0.01 -0.03
N -0.10 -0.03 -0.02
C 0.04 0.00 0.00
C -0.06 -0.09 -0.10
O -0.01 -0.04 0.00
O -0.02 -0.08 0.06
H 0.04 0.04 0.02
H 0.04 0.00 -0.01
H -0.01 0.03 0.00
H 0.01 -0.01 0.01
C 0.01 0.00 0.02
C -0.02 0.02 0.01
N 0.07 0.09 0.02
C -0.09 0.04 0.03
N 0.04 0.01 -0.04
C 0.04 0.03 -0.04
C 0.00 0.01 -0.01
C -0.01 -0.01 0.00
N 0.02 0.00 0.01
C -0.02 0.01 0.00
H 0.00 0.00 0.01
H 0.01 0.03 -0.01
H 0.00 -0.02 0.01
H 0.00 0.00 0.00
H 0.00 0.04 0.02
H 0.01 0.02 0.00
H 0.01 0.02 -0.02
H 0.00 0.00 0.00
H 0.00 -0.01 0.00
H 0.00 0.00 0.00
H 0.00 0.00 0.00
H 0.01 0.01 0.00
H 0.00 0.00 -0.01

Record 3
Computed, not measured: C24H28N8O4PtS as an isolated structure, with ωB97M-V with the def2-TZVPD basis set.

Computed properties:
Multiplicity: 3
⟨S²⟩: 2.005
HOMO level (spin up / spin down) in hartree: -0.51930 / -0.52140
Charge: +2
LUMO (spin up / spin down) in Ha: -0.199 / -0.269

Each line ends with the Löwdin charge.
Geometry (Å):
Pt (-0.256, -0.690, 0.879)  1.279
C (-1.986, 1.176, -0.903)  -0.075
N (-0.911, 1.389, 0.094)  -0.102
C (0.287, 2.106, -0.396)  -0.079
C (1.329, 1.139, -0.855)  -0.294
N (1.398, -0.082, -0.383)  0.011
C (2.511, -0.688, -0.962)  -0.211
C (3.034, -1.970, -0.813)  -0.006
C (4.175, -2.264, -1.529)  -0.052
C (4.780, -1.316, -2.372)  -0.048
C (4.267, -0.045, -2.528)  0.010
C (3.117, 0.246, -1.802)  -0.164
N (2.332, 1.395, -1.713)  0.200
C (-1.932, -0.220, -1.442)  -0.295
N (-1.338, -1.193, -0.786)  -0.055
C (-1.509, -2.359, -1.531)  -0.209
C (-1.077, -3.662, -1.300)  -0.009
C (-1.420, -4.607, -2.243)  -0.051
C (-2.170, -4.271, -3.384)  -0.047
C (-2.601, -2.983, -3.620)  0.010
C (-2.251, -2.035, -2.665)  -0.162
N (-2.497, -0.665, -2.574)  0.200
H (-2.947, 1.323, -0.406)  0.148
H (-1.921, 1.908, -1.710)  0.138
H (-1.278, 1.900, 0.892)  0.115
H (0.025, 2.810, -1.190)  0.138
H (0.686, 2.683, 0.441)  0.128
H (2.568, -2.700, -0.163)  0.112
H (4.619, -3.245, -1.443)  0.117
H (5.675, -1.592, -2.913)  0.119
H (4.737, 0.680, -3.177)  0.124
H (2.500, 2.268, -2.188)  0.183
H (-0.508, -3.921, -0.417)  0.110
H (-1.112, -5.633, -2.104)  0.118
H (-2.417, -5.048, -4.094)  0.120
H (-3.179, -2.730, -4.497)  0.124
H (-3.028, -0.112, -3.228)  0.184
C (-1.695, 5.746, 3.018)  -0.099
C (-0.841, 5.243, 4.174)  -0.289
S (-0.709, 3.476, 4.117)  0.671
O (-2.010, 2.887, 4.333)  -0.302
O (0.002, 3.077, 2.911)  -0.329
C (0.329, 3.072, 5.516)  -0.191
C (0.374, 1.571, 5.781)  -0.097
N (0.837, 0.826, 4.600)  0.066
C (0.021, 0.150, 3.772)  -0.323
N (0.663, -0.141, 2.638)  -0.095
C (1.946, 0.329, 2.747)  -0.013
C (2.052, 0.935, 3.949)  -0.127
N (3.234, 1.553, 4.492)  -0.320
O (4.196, 1.589, 3.763)  0.137
O (3.169, 1.987, 5.627)  0.108
C (-1.376, -0.248, 4.074)  0.016
H (-1.772, 6.829, 3.082)  0.092
H (-2.700, 5.329, 3.066)  0.084
H (-1.243, 5.493, 2.060)  0.074
H (-1.287, 5.476, 5.142)  0.116
H (0.177, 5.634, 4.140)  0.116
H (-0.078, 3.574, 6.394)  0.129
H (1.319, 3.477, 5.308)  0.106
H (-0.619, 1.201, 6.024)  0.130
H (1.043, 1.373, 6.612)  0.138
H (2.694, 0.210, 1.984)  0.129
H (-1.406, -0.894, 4.953)  0.112
H (-1.773, -0.816, 3.232)  0.060
H (-2.013, 0.617, 4.248)  0.073

Cartesian forces, eV/Å:
Pt -0.05 0.05 -0.07
C 0.01 0.00 0.01
N -0.02 0.01 0.04
C -0.01 0.02 0.04
C 0.01 0.01 -0.02
N 0.03 -0.04 0.00
C 0.00 -0.02 0.01
C -0.01 0.00 0.00
C 0.00 0.01 0.00
C 0.00 0.00 0.00
C 0.00 0.00 0.00
C 0.00 0.02 -0.01
N 0.01 -0.01 0.00
C 0.00 0.02 0.02
N 0.03 -0.07 0.00
C 0.00 0.00 0.00
C 0.00 0.00 0.00
C 0.00 0.00 0.00
C 0.00 0.00 0.00
C 0.00 0.00 0.01
C -0.01 0.01 -0.01
N 0.01 -0.01 0.00
H 0.00 0.00 0.00
H 0.00 0.00 0.00
H 0.04 0.03 0.04
H 0.00 0.00 0.00
H -0.01 0.01 0.05
H 0.00 0.00 0.00
H 0.00 0.00 0.00
H 0.00 0.00 0.00
H 0.00 0.00 0.00
H 0.00 0.00 0.00
H 0.00 0.00 0.00
H 0.00 0.00 0.00
H 0.00 0.00 0.00
H 0.00 0.00 0.00
H 0.00 0.00 0.00
C -0.01 -0.02 0.00
C 0.05 0.01 0.00
S -0.14 -0.04 0.10
O 0.06 0.01 -0.01
O -0.02 0.03 -0.20
C 0.08 0.06 -0.02
C -0.02 -0.05 -0.02
N 0.04 -0.03 -0.01
C -0.04 0.03 -0.08
N 0.12 -0.09 0.10
C -0.09 0.09 -0.04
C 0.04 -0.05 0.03
N -0.03 0.02 0.00
O -0.01 -0.01 0.00
O 0.01 -0.01 -0.01
C -0.01 -0.02 0.01
H 0.00 0.00 0.00
H 0.00 0.00 0.00
H 0.00 0.01 0.00
H 0.00 0.00 0.00
H 0.00 0.00 0.00
H -0.05 0.01 -0.02
H 0.00 0.00 0.04
H 0.03 -0.02 0.00
H 0.00 0.00 0.03
H 0.00 -0.02 0.01
H 0.00 0.01 0.00
H 0.01 0.00 0.02
H -0.01 0.03 0.00

Record 4
Computed, not measured: C24H28NO3PtSi as an isolated structure, with ωB97M-V with the def2-TZVPD basis set.

Computed properties:
HOMO level in hartree: -0.15619
Charge: -1
LUMO in Ha: 0.101

Each line ends with the Löwdin charge.
Geometry (Å):
Pt (-0.130, -1.181, 0.176)  0.864
C (3.974, -2.372, -0.613)  -0.019
C (3.528, -1.056, 0.025)  -0.538
C (4.720, -0.167, 0.338)  -0.009
O (2.728, -0.315, -0.887)  -0.075
C (2.789, -1.433, 1.333)  -0.611
O (3.470, -1.740, 2.303)  0.037
O (1.501, -1.505, 1.332)  -0.247
H (4.525, -2.160, -1.532)  0.082
H (3.107, -2.991, -0.860)  0.087
H (4.606, -2.930, 0.078)  0.088
H (5.339, -0.057, -0.555)  0.084
H (5.309, -0.602, 1.143)  0.085
H (4.372, 0.817, 0.649)  0.070
H (1.905, -0.798, -1.052)  0.017
C (-3.109, -0.564, -4.650)  -0.136
C (-1.775, -0.586, -4.257)  -0.111
C (-1.425, -0.793, -2.936)  -0.077
C (-2.397, -0.975, -1.934)  -0.302
C (-3.742, -0.990, -2.353)  -0.046
C (-4.079, -0.779, -3.681)  -0.118
N (-1.979, -1.256, -0.648)  -0.159
C (-2.915, -1.308, 0.416)  -0.326
C (-3.920, -0.361, 0.638)  -0.075
C (-4.740, -0.438, 1.753)  -0.095
C (-4.587, -1.459, 2.681)  -0.118
C (-3.609, -2.420, 2.464)  -0.100
C (-2.799, -2.352, 1.342)  -0.056
H (-3.383, -0.397, -5.684)  0.083
H (-0.990, -0.443, -4.991)  0.096
H (-0.385, -0.834, -2.635)  0.076
H (-4.527, -1.186, -1.637)  0.094
H (-5.127, -0.795, -3.961)  0.092
H (-4.050, 0.448, -0.065)  0.101
H (-5.497, 0.322, 1.905)  0.097
H (-5.225, -1.509, 3.554)  0.089
H (-3.475, -3.231, 3.169)  0.096
H (-2.046, -3.113, 1.169)  0.096
C (-1.467, 1.898, 0.737)  -0.201
Si (0.077, 1.081, 0.037)  0.471
C (0.326, 1.841, -1.664)  -0.204
C (1.499, 1.745, 1.108)  -0.270
C (1.678, 1.323, 2.428)  -0.104
C (2.666, 1.867, 3.237)  -0.085
C (3.484, 2.878, 2.755)  -0.111
C (3.315, 3.329, 1.454)  -0.112
C (2.344, 2.757, 0.642)  -0.110
H (-1.309, 2.979, 0.789)  0.032
H (-1.709, 1.533, 1.737)  0.030
H (-2.321, 1.708, 0.087)  0.005
H (0.418, 2.925, -1.543)  0.026
H (-0.530, 1.652, -2.315)  0.015
H (1.228, 1.467, -2.153)  0.029
H (1.066, 0.518, 2.819)  0.101
H (2.805, 1.485, 4.241)  0.100
H (4.258, 3.302, 3.384)  0.091
H (3.956, 4.111, 1.061)  0.093
H (2.249, 3.111, -0.377)  0.086

Cartesian forces, eV/Å:
Pt 0.00 0.20 -0.22
C -0.06 -0.03 -0.03
C -0.05 0.13 0.01
C 0.03 -0.05 0.03
O 0.26 -0.01 -0.22
C -0.01 -0.06 -0.08
O -0.05 0.02 -0.01
O -0.02 -0.08 0.08
H 0.00 -0.01 0.01
H 0.00 0.03 0.00
H 0.04 0.00 0.00
H -0.03 0.03 -0.01
H 0.00 -0.02 -0.03
H -0.01 0.02 0.03
H -0.16 -0.12 0.11
C -0.06 0.01 0.00
C 0.05 0.01 0.05
C 0.00 0.05 -0.03
C 0.21 -0.30 0.00
C 0.06 0.05 0.04
C 0.03 -0.01 -0.03
N -0.28 0.26 0.46
C 0.03 -0.20 -0.24
C -0.02 -0.03 -0.04
C 0.01 0.01 -0.01
C -0.01 -0.02 -0.01
C 0.01 0.02 0.00
C 0.03 0.03 0.04
H 0.00 0.00 0.00
H 0.00 0.00 0.00
H -0.02 0.03 -0.03
H -0.02 -0.01 0.01
H 0.00 0.00 0.00
H 0.00 0.03 -0.01
H 0.00 0.00 -0.01
H 0.00 0.00 0.00
H -0.01 0.00 0.00
H 0.00 0.00 0.00
C -0.02 0.01 -0.03
Si 0.21 0.18 0.20
C -0.06 -0.14 -0.11
C -0.07 0.07 0.08
C 0.01 -0.05 -0.02
C -0.01 0.00 0.00
C 0.01 -0.01 0.03
C 0.01 -0.06 -0.05
C -0.07 0.04 0.03
H 0.03 -0.01 0.02
H -0.01 0.00 -0.01
H -0.01 0.03 0.01
H -0.01 -0.02 -0.01
H 0.01 -0.02 0.02
H -0.01 0.02 0.02
H 0.00 0.01 -0.01
H 0.00 0.01 0.01
H 0.00 0.00 0.00
H -0.01 0.00 0.00
H 0.03 -0.02 -0.01

| no. | largest force on an atom (hartree/bohr) |
| --- | --- |
| 1 | 0.024 |
| 2 | 0.003 |
| 3 | 0.004 |
| 4 | 0.012 |